# 1
Below is a 5-piece molecular cluster, H10O5 overall, with properties calculated with the ωB97M-V functional and the def2-TZVPD basis.

Each line ends with the natural charge from an NBO analysis.
Atoms and positions in Å:
O: 2.1196 1.7659 1.9666  -0.943
H: 2.6703 1.4598 1.2461  0.471
H: 2.3427 1.1922 2.6997  0.473
O: -0.1278 0.6497 -0.5273  -0.956
H: -0.2574 1.5951 -0.6037  0.473
H: 0.2887 0.5328 0.3265  0.482
O: -0.9277 -0.8609 -3.5393  -0.943
H: -1.6640 -1.3476 -3.1688  0.471
H: -0.7930 -0.1318 -2.9338  0.472
O: 1.0158 -2.2662 -0.6174  -0.935
H: 1.5338 -2.0081 0.1450  0.454
H: 0.8827 -1.4526 -1.1037  0.481
O: -2.4837 0.0236 1.7792  -0.930
H: -2.2842 0.9457 1.6171  0.465
H: -2.3157 -0.0975 2.7138  0.465

The relative energy (zero: lowest compared OMol25 entry of this formula, charge and spin) is 29.39 kcal/mol. Its HOMO energy is -11.20 eV. Its orbital gap is 0.4129 Eh. Its multiplicity is 1. As for the structure (SMILES): O.O.O.O.O. Its total energy is -382.17734 Ha. As for the max |F|: 0.44 eV Å⁻¹.


# 2
Below is one molecule with the formula C4H9NO3 at a distorted geometry, with properties calculated with the ωB97M-V functional and the def2-TZVPD basis.

Each line ends with the natural charge from an NBO analysis.
Atoms and positions in Å:
C: 0.6288 0.0851 0.0104  0.149
C: 0.7417 -0.6916 -1.2984  -0.613
C: 0.8872 -0.7408 1.2668  -0.615
N: -1.7279 -0.0798 0.1730  -0.415
C: -0.5715 0.9302 0.1008  0.677
O: 1.7243 1.1975 -0.0529  -0.753
O: -2.9133 0.3943 -0.4197  -0.565
O: -0.7969 2.1015 0.0750  -0.561
H: 1.4109 1.9984 0.3974  0.479
H: -2.9142 1.3469 -0.2164  0.480
H: -1.6951 -1.0854 0.0930  0.383
H: 0.2277 -1.6472 -1.2228  0.210
H: 1.7978 -0.8600 -1.4942  0.240
H: 0.3145 -0.1327 -2.1281  0.232
H: 0.2216 -1.6001 1.3167  0.209
H: 1.9202 -1.0789 1.2389  0.236
H: 0.7443 -0.1373 2.1605  0.226

The relative energy (zero: lowest compared OMol25 entry of this formula, charge and spin) is 76.30 kcal/mol. Its HOMO energy is -9.02 eV. Its orbital gap is 0.3569 Eh. Its multiplicity is 1. As for the structure (SMILES): CC(C)(O)C(=O)NO. Its total energy is -438.20747 Ha. As for the max |F|: 6.13 eV Å⁻¹.


# 3
Below is one molecule with the formula C3H3NO2 at a distorted geometry, with properties calculated with the ωB97M-V functional and the def2-TZVPD basis.

Each line ends with the natural charge from an NBO analysis.
Atoms and positions in Å:
O: 0.7510 0.9939 0.8564  -0.513
C: 0.5936 -1.0531 0.2323  0.450
O: -0.8025 -0.9016 0.2392  -0.472
C: -0.9860 0.3072 -0.5736  -0.172
C: 0.4692 0.6180 -0.2770  0.606
N: 1.2529 -0.4868 -0.7350  -0.553
H: 0.9813 -1.6404 1.0633  0.218
H: -1.2599 0.0687 -1.6049  0.212
H: -1.6854 0.9744 -0.0749  0.222

The relative energy (zero: lowest compared OMol25 entry of this formula, charge and spin) is 111.95 kcal/mol. Its HOMO energy is -9.98 eV. Its orbital gap is 0.3691 Eh. Its multiplicity is 1. Its total energy is -321.19923 Ha. As for the max |F|: 3.31 eV Å⁻¹.


# 4
Below is a 6-piece molecular cluster, C5H21NO6 overall at a distorted geometry, with properties calculated with the ωB97M-V functional and the def2-TZVPD basis.

Each line ends with the natural charge from an NBO analysis.
Atoms and positions in Å:
N: -0.9575 0.6116 0.2966  -0.685
C: -2.1394 0.7574 1.1733  -0.230
C: -2.5103 -0.6082 1.6725  -0.413
C: -1.1976 -1.5780 1.2825  -0.401
C: -0.2656 -0.6970 0.4676  -0.131
C: -0.2072 -1.2106 -1.0137  -0.032
O: 0.9129 -1.0917 -1.7933  -0.809
H: -0.3602 1.4021 0.2427  0.377
H: -2.9223 1.1930 0.4677  0.184
H: -2.0342 1.3469 2.0768  0.177
H: -3.3161 -1.0721 1.0864  0.202
H: -2.8606 -0.4305 2.7356  0.211
H: -0.9249 -1.8538 2.4227  0.226
H: -1.5798 -2.5449 0.8780  0.227
H: 0.7244 -0.5680 0.7655  0.211
H: -0.4705 -2.3451 -1.0955  0.178
H: -0.9297 -0.4774 -1.5952  0.142
H: 1.6363 -0.2840 -1.6469  0.500
H: -1.6994 1.3838 -1.5864  0.499
H: -1.9048 1.9723 -2.8618  0.471
O: -1.4644 2.1600 -2.1202  -0.957
H: 0.4865 3.3318 -0.3300  0.478
H: 0.0921 2.5821 -1.4687  0.503
O: 0.8894 2.7771 -0.9688  -0.978
H: 2.7897 0.6615 0.9172  0.481
H: 3.0654 -0.4627 1.9816  0.475
O: 3.4357 0.3806 1.5778  -0.958
H: 2.0922 -3.4740 0.4035  0.473
H: 1.7915 -2.2228 -0.3894  0.487
O: 1.5727 -2.6358 0.4437  -0.965
H: 3.5368 0.9373 -1.6379  0.510
H: 1.9927 1.3456 -1.2454  0.521
O: 2.7265 0.7138 -1.1386  -0.972

The relative energy (zero: lowest compared OMol25 entry of this formula, charge and spin) is 70.74 kcal/mol. Its HOMO energy is -8.58 eV. Its orbital gap is 0.3326 Eh. Its multiplicity is 1. As for the structure (SMILES): OC[C@@H]1CCCN1.O.O.O.O.O. Its total energy is -709.19897 Ha. As for the max |F|: 5.64 eV Å⁻¹.


# 5
Below is C7H9N as an isolated structure at a distorted geometry, with properties calculated with the ωB97M-V functional and the def2-TZVPD basis.

Each line ends with the natural charge from an NBO analysis.
Atoms and positions in Å:
C: 1.5247 0.0470 0.6373  -0.416
C: -1.0767 0.0438 0.7910  -0.245
C: -1.2562 0.2115 -0.7396  -0.238
C: -1.0148 1.3641 0.1501  -0.398
C: 0.1877 -0.7580 0.9160  -0.073
C: 1.3105 -0.4731 -0.7472  -0.086
C: -0.0530 -0.5155 -1.2275  -0.114
H: 1.4809 1.1348 0.7532  0.191
H: 2.4001 -0.2886 1.1763  0.221
H: -1.9358 -0.3180 1.3286  0.230
H: -2.2037 0.0488 -1.2570  0.229
H: -1.8754 1.9769 0.3932  0.221
H: -0.0858 1.8938 0.0108  0.219
H: 0.2138 -1.3595 1.8474  0.217
H: 2.1282 -0.5834 -1.4753  0.197
H: -0.1955 -0.8952 -2.2386  0.222
N: 0.4510 -1.5293 -0.3188  -0.377

The relative energy (zero: lowest compared OMol25 entry of this formula, charge and spin) is 81.21 kcal/mol. Its HOMO energy is -8.82 eV. Its orbital gap is 0.3653 Eh. Its multiplicity is 1. Its total energy is -326.76156 Ha. As for the max |F|: 3.59 eV Å⁻¹.


# 6
Below is one molecule with the formula C15H19NO2S at a distorted geometry, with properties calculated with the ωB97M-V functional and the def2-TZVPD basis.

Each line ends with the natural charge from an NBO analysis.
Atoms and positions in Å:
O: -0.6187 2.6797 1.2149  -0.900
O: 0.3617 2.8206 -0.9974  -0.906
C: -3.3889 -0.2054 -0.7267  -0.277
C: -2.0561 1.1825 -1.8330  -0.069
C: -3.1921 0.4391 -1.9949  -0.084
C: -2.3703 0.1385 0.1358  0.151
C: 2.6657 -1.0943 -0.3877  -0.229
C: 2.3964 -0.7165 1.9688  -0.240
C: 3.0369 -1.4276 0.9299  0.056
C: 1.6802 -0.1212 -0.6586  0.053
C: 1.4805 0.3091 1.7323  0.040
C: 1.1279 0.6145 0.4155  -0.311
N: -1.5475 1.0326 -0.5536  -0.596
C: -4.0915 0.2837 -3.1897  -0.621
C: -2.1567 -0.4250 1.5115  -0.646
C: 4.0473 -2.4620 1.2225  -0.642
C: 1.3254 0.1277 -2.0534  -0.652
C: 1.0887 1.1277 2.9303  -0.639
S: -0.1582 1.9014 0.0502  2.221
H: -4.2247 -0.8552 -0.4591  0.218
H: -1.6220 1.8863 -2.5742  0.239
H: 3.1823 -1.6463 -1.1769  0.213
H: 2.6572 -0.9282 2.9973  0.211
H: -4.2135 -0.7399 -3.4952  0.217
H: -5.0863 0.6126 -2.9327  0.220
H: -3.6624 0.8200 -4.0699  0.218
H: -1.2606 -1.0298 1.5237  0.222
H: -2.0530 0.3203 2.2822  0.227
H: -3.0412 -1.0451 1.8198  0.234
H: 5.0307 -2.1860 0.8456  0.229
H: 3.7786 -3.4123 0.7781  0.228
H: 4.1400 -2.5894 2.3065  0.219
H: 0.2544 0.1758 -2.2192  0.236
H: 1.7411 -0.6705 -2.7045  0.218
H: 1.8009 1.0478 -2.3760  0.249
H: 1.3878 0.6727 3.8784  0.213
H: -0.0140 1.2718 2.9805  0.243
H: 1.5739 2.0903 2.8788  0.237

The relative energy (zero: lowest compared OMol25 entry of this formula, charge and spin) is 44.71 kcal/mol. Its HOMO energy is -8.28 eV. Its orbital gap is 0.3210 Eh. Its multiplicity is 1. As for the structure (SMILES): Cc1cc(C)c(S(=O)(=O)n2cc(C)cc2C)c(C)c1. Its total energy is -1186.36050 Ha. As for the max |F|: 3.62 eV Å⁻¹.